26
Properties=species:S:1:pos:R:3 method="wB97M-V/def2-TZVPD" e_tot_ev=-29658.1450 homo_lumo_gap_ev=9.59 lumo_ha=0.0316 smiles=CCN(C)C.CSSC e_homo_ev=-8.732 spin_multiplicity=1 fmax_ev_per_a=0.72
C -1.57 -1.25 0.80
C -1.66 -0.48 -0.52
N -0.84 0.73 -0.53
C -0.84 1.30 -1.87
C -1.35 1.72 0.41
H -0.52 -1.44 1.05
H -2.08 -2.23 0.69
H -2.04 -0.70 1.63
H -1.29 -1.13 -1.34
H -2.72 -0.24 -0.74
H -1.86 1.59 -2.20
H -0.20 2.20 -1.88
H -0.44 0.56 -2.58
H -2.40 1.98 0.21
H -1.28 1.33 1.45
H -0.73 2.63 0.34
C 2.15 0.51 1.93
S 3.55 -0.41 1.27
S 2.67 -2.15 0.66
C 2.07 -1.72 -0.99
H 2.54 1.46 2.33
H 1.66 -0.04 2.76
H 1.39 0.73 1.16
H 1.32 -0.92 -0.96
H 2.90 -1.40 -1.65
H 1.61 -2.62 -1.42